{"formula": "C2H7NS", "method": "wB97M-V/def2-TZVPD", "relative_energy_kcal_mol": 41.6, "gap_ev": 9.047, "elements": ["C", "C", "S", "N", "H", "H", "H", "H", "H", "H", "H"], "positions_angstrom": [[0.657, -0.571, 0.587], [0.169, 0.565, -0.339], [-1.466, 0.178, -0.852], [1.920, -0.287, 1.342], [0.664, -1.565, 0.071], [-0.092, -0.687, 1.369], [0.896, 0.743, -1.157], [0.155, 1.589, 0.142], [-1.204, -1.511, -0.251], [2.726, -0.289, 0.750], [1.847, 0.650, 1.710]]}